{"formula": "C41H95F5N4O20PS9Si", "method": "wB97M-V/def2-TZVPD", "charge": 1, "homo_energy_ha": -0.39081, "total_energy_ev": -219229.877, "symbols": ["C", "C", "O", "C", "C", "N", "P", "S", "C", "N", "C", "C", "O", "Si", "C", "C", "C", "N", "C", "C", "C", "S", "C", "S", "N", "C", "C", "C", "C", "C", "C", "C", "C", "F", "F", "C", "F", "F", "F", "H", "H", "H", "H", "H", "H", "H", "H", "H", "H", "H", "H", "H", "H", "H", "H", "H", "H", "H", "H", "H", "H", "H", "H", "H", "H", "H", "H", "H", "H", "H", "H", "H", "H", "H", "H", "H", "H", "H", "H", "H", "H", "H", "H", "H", "H", "H", "O", "S", "O", "O", "C", "C", "C", "H", "H", "H", "H", "H", "H", "H", "H", "O", "S", "O", "O", "C", "C", "C", "H", "H", "H", "H", "H", "H", "H", "H", "O", "S", "O", "O", "C", "C", "C", "H", "H", "H", "H", "H", "H", "H", "H", "O", "S", "O", "O", "C", "C", "C", "H", "H", "H", "H", "H", "H", "H", "H", "O", "S", "O", "O", "C", "C", "C", "H", "H", "H", "H", "H", "H", "H", "H", "O", "S", "O", "O", "C", "C", "C", "H", "H", "H", "H", "H", "H", "H", "H"], "xyz": [[-4.340094, 5.089042, 2.150439], [-3.014409, 4.427245, 2.489486], [-3.101963, 3.725554, 3.739113], [-1.851660, 3.555738, 4.362984], [-1.791615, 2.146782, 4.961744], [-0.377976, 1.741074, 5.253184], [0.113610, 2.145380, 6.849549], [-0.914308, 1.380262, 8.307792], [-0.066819, 0.441575, 4.802304], [-0.478824, -0.625323, 5.529218], [0.381244, -1.747584, 5.920028], [1.364816, -1.396783, 7.017772], [2.295404, -0.408152, 6.633450], [3.843472, -0.852490, 6.151391], [3.892926, -1.635070, 4.448288], [4.800607, 0.746148, 6.087470], [4.679936, -1.994367, 7.373286], [0.493181, 0.321693, 3.613970], [0.907074, 1.498809, 2.827264], [-0.254307, 1.947868, 1.905983], [-0.022611, 1.749795, 0.385418], [-0.668812, 3.243394, -0.412864], [-0.743373, 2.812497, -2.131089], [0.255632, 1.665654, -2.741100], [-1.644353, 3.532734, -2.916594], [-2.621814, 4.374877, -2.201223], [-3.746464, 4.870706, -3.111851], [-0.981451, 4.245607, -4.037788], [-0.135850, 5.451033, -3.606548], [0.652817, -0.975977, 2.936051], [-0.662597, -1.769792, 2.788719], [-0.561063, -2.937383, 1.786109], [0.526530, -3.962995, 2.090459], [0.844688, -3.982230, 3.414225], [0.058156, -5.200009, 1.779013], [1.837085, -3.795264, 1.281211], [1.573648, -3.390756, 0.038501], [2.639032, -2.895589, 1.851631], [2.489823, -4.942813, 1.203255], [-4.155846, 5.853324, 1.388462], [-5.045725, 4.354524, 1.755915], [-4.772728, 5.595023, 3.018489], [-2.223126, 5.187790, 2.544867], [-2.760802, 3.701447, 1.701145], [-1.734499, 4.298161, 5.169582], [-1.029592, 3.717845, 3.661596], [-2.228059, 1.416112, 4.270875], [-2.407987, 2.128056, 5.869183], [1.493495, 1.931813, 6.883980], [-0.045472, 3.535855, 6.806100], [-1.138502, -0.364932, 6.255861], [-0.258299, -2.548245, 6.314056], [0.899995, -2.197937, 5.071495], [1.866670, -2.337881, 7.301849], [0.821406, -1.065965, 7.911166], [4.945182, -1.838910, 4.220031], [3.290305, -2.540398, 4.321236], [3.578618, -0.873038, 3.718536], [4.229025, 1.555826, 5.621649], [5.781069, 0.630921, 5.620481], [4.981276, 1.054920, 7.127880], [4.317089, -1.918724, 8.401817], [5.760321, -1.813559, 7.342551], [4.540672, -3.036477, 7.051137], [1.758850, 1.183153, 2.212806], [1.281302, 2.290820, 3.473617], [-0.431629, 3.016684, 2.057345], [-1.155668, 1.397204, 2.196522], [-0.548480, 0.883085, -0.023389], [1.035760, 1.641209, 0.129117], [-2.156701, 5.248504, -1.720051], [-3.084723, 3.792025, -1.398700], [-3.385448, 5.486718, -3.939052], [-4.296460, 4.026417, -3.541470], [-4.449588, 5.477970, -2.533626], [-0.346181, 3.517376, -4.546332], [-1.736544, 4.551902, -4.765220], [0.394145, 5.272337, -2.666775], [-0.739318, 6.362558, -3.532858], [0.613376, 5.639225, -4.382177], [0.990438, -0.746721, 1.917599], [1.462567, -1.563206, 3.375588], [-1.431206, -1.082153, 2.424071], [-0.967704, -2.204565, 3.741453], [-1.501362, -3.495335, 1.858013], [-0.488486, -2.575485, 0.758435], [0.014173, -7.867235, -3.936088], [-0.452815, -6.660253, -4.546413], [0.396125, -5.945235, -5.448023], [-0.947863, -5.671233, -3.396785], [-0.018607, -5.383395, -2.332644], [1.091783, -4.440841, -2.750258], [-2.012954, -6.928077, -5.309264], [0.378494, -6.320386, -1.937705], [-0.630197, -4.932699, -1.550935], [1.739568, -4.898280, -3.496490], [1.699666, -4.182459, -1.890020], [0.681539, -3.529930, -3.189100], [-2.662332, -7.450826, -4.612778], [-1.826111, -7.536966, -6.191272], [-2.429924, -5.966957, -5.597285], [4.411294, 0.587481, 1.659752], [4.911968, 0.357454, 0.330747], [6.244538, -0.121670, 0.145819], [4.668792, 1.655197, -0.539045], [5.212428, 2.919599, -0.084344], [6.700254, 3.028746, -0.324382], [3.791627, -0.680062, -0.535766], [4.954225, 3.065865, 0.965957], [4.677402, 3.667703, -0.665626], [7.258805, 2.318151, 0.282073], [7.038293, 4.032403, -0.068859], [6.932903, 2.829987, -1.370376], [2.786069, -0.288084, -0.401406], [3.874216, -1.678094, -0.111154], [4.066004, -0.698117, -1.587124], [-5.489904, 3.772417, -0.851272], [-6.296793, 3.272898, -1.925764], [-7.346737, 4.084964, -2.456534], [-6.879373, 1.855376, -1.519518], [-7.620337, 1.752968, -0.274747], [-9.010651, 2.345417, -0.366202], [-5.265707, 2.735038, -3.248009], [-7.033805, 2.208271, 0.524981], [-7.673363, 0.683731, -0.079980], [-8.977008, 3.424040, -0.512886], [-9.552119, 2.143274, 0.557988], [-9.563324, 1.912035, -1.200438], [-4.477225, 2.103109, -2.848346], [-4.847116, 3.631881, -3.700090], [-5.868495, 2.197441, -3.973392], [9.195541, 3.269637, 3.178128], [8.892304, 2.364336, 4.243667], [7.597732, 2.405866, 4.857958], [10.012132, 2.492161, 5.358643], [10.298072, 3.810364, 5.885384], [9.230826, 4.311150, 6.835601], [9.245379, 0.713532, 3.751826], [10.456320, 4.499501, 5.054958], [11.247042, 3.694705, 6.404147], [8.285396, 4.479549, 6.322341], [9.552056, 5.253082, 7.280149], [9.053964, 3.586096, 7.630076], [10.234651, 0.683104, 3.304323], [8.486910, 0.435303, 3.022213], [9.187161, 0.069435, 4.625193], [-10.819884, 1.068738, -3.319074], [-10.211638, 1.337105, -4.588979], [-10.618322, 2.477274, -5.347448], [-10.314071, 0.032225, -5.487985], [-11.626089, -0.549407, -5.682861], [-12.486266, 0.242211, -6.645197], [-8.463845, 1.353418, -4.408730], [-12.110489, -0.669467, -4.712829], [-11.426186, -1.543154, -6.078140], [-12.737283, 1.222668, -6.244220], [-13.413864, -0.298353, -6.833865], [-11.965056, 0.393421, -7.590307], [-8.157687, 0.475554, -3.845822], [-8.216412, 2.264670, -3.861350], [-8.008864, 1.367207, -5.396617], [4.088766, -6.966049, -10.785484], [2.895566, -7.513014, -10.214686], [1.752022, -6.674670, -10.021536], [3.266011, -8.232534, -8.847850], [3.998509, -7.468516, -7.861471], [3.142038, -6.439583, -7.153718], [2.410132, -8.952903, -11.100550], [4.868631, -7.013916, -8.337855], [4.362447, -8.213163, -7.156220], [2.813005, -5.658595, -7.837749], [3.715706, -5.972291, -6.352285], [2.253137, -6.898426, -6.728778], [3.275213, -9.597177, -11.228450], [2.037548, -8.615446, -12.065231], [1.621891, -9.454069, -10.545643]], "forces_ev_per_angstrom": [[0.1, 0.0, 0.0], [-0.3, 0.0, -0.1], [0.1, 0.1, -0.1], [-0.1, 0.1, 0.2], [-0.2, 0.4, -0.4], [-0.1, -0.4, 0.1], [-0.6, 0.1, 1.0], [0.2, -0.1, -0.3], [-0.2, -0.2, -0.2], [0.6, 0.6, 0.0], [-0.1, -0.9, 0.0], [0.1, -0.3, 0.5], [-0.4, -0.2, -0.2], [1.1, 0.4, -0.2], [-0.3, 0.5, 0.1], [-0.4, 0.0, 0.6], [-0.3, -0.5, -0.2], [0.3, -0.1, 0.6], [0.2, -0.1, -0.6], [0.3, 0.1, -0.4], [0.3, 0.0, 0.1], [-0.6, -0.2, -0.2], [-0.3, -0.1, -0.4], [0.1, -0.1, 0.0], [0.8, 0.7, 1.0], [-0.6, 0.2, 0.0], [1.9, 2.1, -0.1], [0.2, -0.4, -0.5], [-0.2, 0.1, -0.3], [-0.4, -0.3, -0.8], [0.6, -0.2, 0.1], [-0.4, 0.3, 0.4], [-0.4, -0.2, -0.4], [0.1, 0.0, -0.1], [0.1, 0.2, 0.0], [0.1, -0.4, 0.2], [-0.1, 0.3, 0.0], [0.1, 0.3, 0.0], [0.1, -0.1, 0.1], [-0.1, -0.2, 0.0], [0.0, 0.2, 0.1], [0.1, -0.1, 0.0], [-0.1, -0.1, 0.1], [0.1, 0.2, 0.1], [0.0, -0.1, -0.1], [-0.1, -0.1, 0.1], [0.1, 0.2, 0.0], [0.2, -0.2, 0.0], [0.0, -0.1, -0.3], [0.2, 0.0, -0.3], [0.2, 0.2, 0.2], [-0.1, 0.3, -0.1], [-0.1, 0.3, 0.1], [0.0, 0.2, -0.1], [0.1, 0.1, -0.2], [-0.2, -0.2, 0.0], [0.2, 0.0, 0.0], [0.1, -0.2, 0.0], [0.3, -0.1, -0.2], [-0.2, 0.1, -0.1], [0.0, 0.0, -0.2], [0.2, 0.1, -0.1], [-0.2, 0.1, 0.1], [0.0, 0.1, 0.2], [-0.1, 0.0, 0.2], [-0.3, -0.1, 0.1], [0.0, -0.3, 0.1], [0.0, 0.4, 0.0], [0.0, 0.1, 0.0], [-0.1, 0.0, 0.1], [0.1, -0.1, -0.1], [0.2, 0.0, -0.1], [0.1, 0.2, 0.2], [9.0, 7.2, 2.3], [0.0, -0.2, -0.1], [-0.2, 0.1, 0.2], [0.1, -0.1, 0.2], [-0.1, 0.0, -0.1], [0.1, -0.2, 0.2], [-0.1, 0.0, 0.1], [0.0, 0.1, 0.2], [-0.2, 0.3, 0.1], [-0.1, -0.1, 0.2], [-0.1, 0.3, -0.1], [0.2, 0.1, -0.1], [0.2, -0.1, 0.1], [0.1, 0.0, 0.0], [-0.2, 0.1, 0.0], [0.0, 0.0, 0.0], [-0.1, 0.0, -0.1], [0.3, 0.1, 0.3], [0.0, -0.1, -0.4], [-0.1, 0.0, 0.0], [0.0, 0.0, -0.1], [-0.1, 0.0, -0.1], [0.0, 0.0, 0.0], [0.0, -0.1, -0.1], [0.0, 0.0, 0.1], [0.0, 0.0, 0.0], [0.0, 0.0, 0.0], [0.0, 0.0, 0.0], [0.0, 0.0, 0.1], [-0.2, 0.1, -0.4], [0.0, 0.0, 0.3], [-0.1, -0.2, 0.0], [0.2, 0.4, 0.1], [0.1, -0.2, 0.0], [-0.1, -0.1, 0.0], [0.0, -0.1, 0.0], [-0.1, -0.1, -0.1], [0.0, 0.0, 0.0], [0.0, 0.0, 0.0], [0.0, 0.1, 0.0], [0.0, 0.0, -0.1], [0.1, 0.0, 0.0], [0.0, 0.0, 0.0], [0.0, 0.1, 0.2], [-0.1, -0.6, -0.3], [0.1, 0.2, 0.0], [0.1, 0.1, -0.1], [-0.3, 0.0, 0.4], [0.1, 0.1, -0.2], [-2.4, -2.9, 0.1], [0.1, 0.1, -0.1], [0.1, 0.0, -0.1], [0.0, 0.0, 0.0], [0.0, -0.1, 0.0], [0.0, 0.0, 0.0], [0.1, 0.1, -0.1], [-8.1, -6.1, -2.2], [-0.2, -0.3, 0.1], [-0.1, 0.1, -0.1], [0.2, -0.1, 0.1], [-0.1, 0.0, -0.1], [-0.1, -0.1, 0.0], [0.1, 0.4, 0.1], [-0.2, -0.1, -0.1], [0.0, 0.0, 0.0], [-0.1, -0.1, -0.1], [0.0, -0.1, 0.0], [0.0, 0.0, 0.0], [0.1, 0.0, 0.0], [0.0, 0.0, 0.0], [0.0, 0.0, 0.0], [0.0, 0.0, 0.0], [0.0, 0.0, 0.0], [-0.1, 0.1, 0.0], [0.1, -0.2, -0.1], [0.0, 0.0, 0.1], [0.1, 0.1, 0.0], [-0.4, -0.2, -0.1], [0.1, 0.2, 0.0], [0.1, 0.0, 0.0], [0.1, 0.1, 0.0], [0.1, 0.0, 0.0], [0.0, 0.0, 0.0], [0.0, -0.1, 0.0], [0.0, -0.1, 0.0], [0.0, 0.0, 0.0], [-0.2, -0.1, -0.1], [-0.1, 0.0, 0.0], [0.0, 0.1, 0.0], [0.0, -0.2, 0.1], [0.0, 0.1, -0.1], [-0.1, 0.0, -0.1], [0.3, 0.3, 0.3], [-0.1, 0.0, -0.2], [0.0, 0.0, 0.0], [-0.1, 0.0, -0.1], [-0.1, -0.1, -0.1], [0.0, 0.0, 0.0], [0.0, -0.1, 0.0], [0.0, 0.0, 0.1], [0.0, 0.0, 0.0], [0.0, 0.0, 0.0], [0.0, 0.0, 0.0]]}